Molecular formula: C36H49F15N2O3
Method: DFT, ωB97M-V/def2-TZVPD

Last columns: bonded neighbours and bond lengths (Å).
Cartesian coordinates (Å):
1 C -2.21 4.50 1.81  C15 1.527, C40 1.515, H63 1.085, H86 1.084
2 C 10.09 -5.22 -3.34  C41 1.388, H64 1.081, C94 1.388
3 F -6.62 1.49 1.60  C38 1.363
4 H 0.58 0.83 -3.65  C24 1.087
5 H 11.45 -3.83 -2.44  C41 1.081
6 H 2.74 -1.83 -1.85  C18 1.084
7 C 7.39 1.45 0.04  C12 1.387, C55 1.380, H72 1.082
8 F -5.77 -0.51 1.93  C38 1.361
9 C -9.20 0.77 2.30  F45 1.363, C62 1.563, C67 1.549, F91 1.358
10 C -4.23 0.92 -0.38  C27 1.536, H48 1.084, H59 1.079, C105 1.523
11 C -1.24 2.10 -1.85  C37 1.536, H66 1.085, C79 1.547, H97 1.085
12 C 8.67 1.47 -0.48  C7 1.387, C74 1.388, H103 1.081
13 C 0.57 -0.44 -1.94  H16 1.088, C24 1.523, H47 1.086, C60 1.531
14 H -3.19 5.13 4.44  O76 0.954
15 C -1.71 4.76 3.23  C1 1.527, O76 1.424, H98 1.093, C101 1.508
16 H 0.86 -1.24 -2.63  C13 1.088
17 H 1.18 -3.45 -0.67  C42 1.086
18 C 2.70 -1.42 -0.85  H6 1.084, C46 1.519, C60 1.546, H99 1.085
19 C 6.67 0.06 -1.80  C55 1.379, C56 1.386, H68 1.082
20 O -0.40 -3.85 1.15  C31 1.413, C70 1.413
21 H -0.95 1.30 0.09  C79 1.088
22 H 1.24 5.55 4.53  N84 1.009
23 O -2.40 2.72 0.21  C40 1.417, C79 1.422
24 C 0.89 0.88 -2.61  H4 1.087, C13 1.523, C37 1.519, H81 1.089
25 F -11.40 1.50 -0.64  C78 1.354
26 C 7.76 -4.93 -2.78  H80 1.082, C93 1.380, C94 1.387
27 C -2.78 0.44 -0.57  C10 1.536, H51 1.084, C79 1.553, N83 1.478
28 H 0.94 -2.52 1.83  C31 1.086
29 H 8.17 -0.43 -3.24  C56 1.082
30 H -0.60 3.53 0.80  C40 1.088
31 C 0.95 -3.53 1.42  O20 1.413, H28 1.086, C42 1.533, H71 1.090
32 H -1.27 -5.44 2.13  C70 1.088
33 C -6.61 -0.03 -0.22  C38 1.559, F44 1.364, F87 1.356, C105 1.515
34 H 2.29 -4.58 0.12  C42 1.083
35 H 3.88 -2.97 -0.01  C46 1.088
36 F 7.15 -3.18 -1.34  C93 1.347
37 C 0.29 2.10 -1.94  C11 1.536, C24 1.519, H53 1.087, H96 1.087
38 C -6.78 0.16 1.32  F3 1.363, F8 1.361, C33 1.559, C62 1.567
39 H -2.63 -0.07 1.38  N83 1.010
40 C -1.57 3.26 1.22  C1 1.515, O23 1.417, H30 1.088, H73 1.092
41 C 10.41 -4.13 -2.54  C2 1.388, H5 1.081, C102 1.387
42 C 1.84 -3.60 0.18  H17 1.086, C31 1.533, H34 1.083, C46 1.541
43 H 0.20 -5.84 1.25  C70 1.088
44 F -7.10 1.08 -0.83  C33 1.364
45 F -10.22 0.11 2.91  C9 1.363
46 C 2.92 -2.50 0.19  C18 1.519, H35 1.088, C42 1.541, H49 1.087
47 H -0.49 -0.57 -1.77  C13 1.086
48 H -4.41 1.70 -1.11  C10 1.084
49 H 3.01 -2.07 1.18  C46 1.087
50 H -5.26 -0.36 -1.72  C105 1.088
51 H -2.67 -0.05 -1.53  C27 1.084
52 F -8.69 -1.33 1.37  C62 1.343
53 H 0.58 2.98 -2.51  C37 1.087
54 F -9.61 0.26 -0.89  C78 1.346
55 C 6.41 0.74 -0.63  C7 1.380, C19 1.379, F92 1.350
56 C 7.95 0.09 -2.32  C19 1.386, H29 1.082, C74 1.388
57 H -1.59 -0.90 0.43  N83 1.011
58 H 1.57 0.30 -0.17  C60 1.087
59 H -4.28 1.31 0.63  C10 1.079
60 C 1.37 -0.66 -0.65  C13 1.531, C18 1.546, H58 1.087, H65 1.087
61 H -1.29 -5.52 0.37  C70 1.084
62 C -8.11 -0.31 2.01  C9 1.563, C38 1.567, F52 1.343, F82 1.359
63 H -1.97 5.38 1.22  C1 1.085
64 H 10.86 -5.76 -3.86  C2 1.081
65 H 0.78 -1.22 0.07  C60 1.087
66 H -1.57 3.13 -1.99  C11 1.085
67 C -9.83 1.54 1.11  C9 1.549, C78 1.562, F88 1.350, F90 1.360
68 H 5.88 -0.49 -2.29  C19 1.082
69 H -0.43 6.44 2.94  C101 1.086
70 C -0.70 -5.23 1.23  O20 1.413, H32 1.088, H43 1.088, H61 1.084
71 H 1.33 -4.17 2.22  C31 1.090
72 H 7.14 1.97 0.96  C7 1.082
73 H -1.45 2.52 2.01  C40 1.092
74 C 8.95 0.79 -1.66  C12 1.388, C56 1.388, H85 1.082
75 F -11.18 -0.35 0.51  C78 1.339
76 O -2.59 5.65 3.91  H14 0.954, C15 1.424
77 H 9.66 -2.58 -1.24  C102 1.082
78 C -10.52 0.69 0.00  F25 1.354, F54 1.346, C67 1.562, F75 1.339
79 C -1.80 1.64 -0.49  C11 1.547, H21 1.088, O23 1.422, C27 1.553
80 H 6.72 -5.22 -2.86  C26 1.082
81 H 1.98 1.00 -2.62  C24 1.089
82 F -7.76 -0.75 3.25  C62 1.359
83 N -2.53 -0.55 0.50  C27 1.478, H39 1.010, H57 1.011
84 N 0.25 5.37 4.58  H22 1.009, C101 1.470, H104 1.011
85 H 9.96 0.82 -2.06  C74 1.082
86 H -3.29 4.40 1.87  C1 1.084
87 F -7.36 -1.07 -0.65  C33 1.356
88 F -8.91 2.34 0.51  C67 1.350
89 H 0.32 4.90 2.52  C101 1.092
90 F -10.79 2.33 1.66  C67 1.360
91 F -8.71 1.69 3.17  C9 1.358
92 F 5.16 0.71 -0.12  C55 1.350
93 C 8.11 -3.85 -1.99  C26 1.380, F36 1.347, C102 1.380
94 C 8.76 -5.61 -3.46  C2 1.388, C26 1.387, H100 1.081
95 H -4.79 -1.18 -0.27  C105 1.081
96 H 0.74 2.23 -0.95  C37 1.087
97 H -1.67 1.49 -2.64  C11 1.085
98 H -1.64 3.82 3.78  C15 1.093
99 H 3.50 -0.70 -0.72  C18 1.085
100 H 8.50 -6.46 -4.08  C94 1.081
101 C -0.34 5.39 3.23  C15 1.508, H69 1.086, N84 1.470, H89 1.092
102 C 9.42 -3.44 -1.86  C41 1.387, H77 1.082, C93 1.380
103 H 9.45 2.01 0.04  C12 1.081
104 H 0.14 4.46 4.99  N84 1.011
105 C -5.17 -0.24 -0.65  C10 1.523, C33 1.515, H50 1.088, H95 1.081

Calculated values
Electronic energy: -88010.8369 eV
Lowest unoccupied orbital energy: 0.56 eV
HOMO energy: -9.11 eV
Total charge: 0
SMILES: COCCCCCCCCC[C@@H](OCC[C@H](O)CN)[C@@H](N)CCC(F)(F)C(F)(F)C(F)(F)C(F)(F)C(F)(F)C(F)(F)F.Fc1ccccc1.Fc1ccccc1
Gap between HOMO and LUMO: 9.66 eV